*one*
Formula: C6H14N2
Source: the Open Molecules 2025 dataset
Level of theory: ωB97M-V/def2-TZVPD

Properties
Molar mass: 114.19 g mol⁻¹
Structure (SMILES): [H]/N=C\C.C#N.CCC
E_HOMO: -0.315 Eh
HOMO-LUMO gap: 0.3560 Eh

ORCA input file:
```
! wB97M-V def2-TZVPD RIJCOSX def2/J DEFGRID3
* xyz 0 1
H 1.11 -1.96 -0.27
N 1.22 -1.15 0.33
C 0.98 -1.37 1.57
C 0.54 -2.66 2.17
H 1.25 -0.59 2.26
H 0.23 -3.38 1.41
H 1.35 -3.10 2.76
H -0.30 -2.48 2.84
C -1.63 0.28 0.81
N -1.30 -0.33 1.73
H -2.20 0.91 0.17
C 0.20 2.45 -0.69
C 0.23 1.02 -1.21
C -0.80 0.77 -2.30
H 0.95 2.60 0.09
H 0.41 3.16 -1.49
H -0.78 2.73 -0.29
H 1.21 0.87 -1.67
H 0.55 0.06 -0.41
H -0.62 1.43 -3.16
H -1.82 1.00 -1.98
H -0.76 -0.25 -2.66
*
```

=====

*two*
Formula: C6H14N2
Source: the Open Molecules 2025 dataset
Level of theory: ωB97M-V/def2-TZVPD

Properties
Molar mass: 114.19 g mol⁻¹
Structure (SMILES): C=C[C@H](N)C(C)(C)N
E_HOMO: -0.322 Eh
HOMO-LUMO gap: 0.3562 Eh

ORCA input file:
```
! wB97M-V def2-TZVPD RIJCOSX def2/J DEFGRID3
* xyz 0 1
C 2.68 -0.28 -0.41
C 1.67 -0.28 0.48
C 0.24 -0.82 0.30
N 0.17 -1.81 -0.77
C -0.77 0.40 0.15
C -1.77 0.40 1.31
C -1.52 0.43 -1.18
N 0.02 1.69 0.24
H 2.52 -0.47 -1.47
H 3.69 -0.04 -0.11
H 1.92 -0.03 1.51
H 0.01 -1.35 1.24
H 0.79 -2.59 -0.55
H 0.50 -1.41 -1.64
H -2.42 -0.49 1.27
H -1.26 0.38 2.29
H -2.41 1.29 1.29
H -0.84 0.47 -2.03
H -2.18 1.31 -1.24
H -2.16 -0.45 -1.29
H 0.65 1.78 -0.56
H 0.45 1.85 1.16
*
```

=====

Which is the most stable structure? *two* is the most stable.

=====

*one*
Formula: C6H14N2
Source: the Open Molecules 2025 dataset
Level of theory: ωB97M-V/def2-TZVPD

Properties
Molar mass: 114.19 g mol⁻¹
Structure (SMILES): C=CCCCNCN
E_HOMO: -0.330 Eh
HOMO-LUMO gap: 0.3680 Eh

ORCA input file:
```
! wB97M-V def2-TZVPD RIJCOSX def2/J DEFGRID3
* xyz 0 1
C -2.60 -0.34 -1.41
C -1.96 0.77 -1.05
C -1.23 1.07 0.25
C 0.13 1.76 -0.03
C 1.36 0.86 0.12
N 1.13 -0.49 -0.50
C 1.69 -1.60 0.33
N 1.22 -1.63 1.72
H -2.57 -1.19 -0.73
H -3.25 -0.45 -2.27
H -1.91 1.56 -1.82
H -1.02 0.09 0.67
H -1.80 1.71 0.92
H 0.23 2.69 0.55
H 0.03 2.24 -1.03
H 2.16 1.20 -0.56
H 1.78 0.78 1.13
H 0.15 -0.82 -0.48
H 2.80 -1.37 0.36
H 1.50 -2.52 -0.18
H 0.33 -2.08 1.79
H 1.85 -2.24 2.22
*
```

=====

*two*
Formula: C6H14N2
Source: the Open Molecules 2025 dataset
Level of theory: ωB97M-V/def2-TZVPD

Properties
Molar mass: 114.19 g mol⁻¹
Structure (SMILES): C=CCN.C=CNC
E_HOMO: -0.287 Eh
HOMO-LUMO gap: 0.3286 Eh

ORCA input file:
```
! wB97M-V def2-TZVPD RIJCOSX def2/J DEFGRID3
* xyz 0 1
C 1.26 1.05 2.06
C 1.44 -0.20 1.65
C 0.43 -1.30 1.77
N 0.27 -2.02 0.50
H 2.04 1.79 2.00
H 0.34 1.39 2.53
H 2.41 -0.45 1.23
H 0.77 -1.93 2.61
H -0.54 -0.88 2.03
H -0.15 -2.92 0.68
H 1.16 -2.18 0.05
C -2.46 0.57 -0.58
C -1.33 0.20 -1.19
N -0.16 0.93 -1.31
C 0.44 0.95 -2.63
H -2.50 1.48 0.01
H -3.32 -0.08 -0.60
H -1.33 -0.74 -1.73
H -0.18 1.82 -0.84
H 1.34 1.56 -2.62
H 0.71 -0.06 -2.92
H -0.20 1.36 -3.43
*
```

=====

Which is the most stable structure? *one* is the most stable.

=====

*one*
Formula: C6H14N2
Source: the Open Molecules 2025 dataset
Level of theory: ωB97M-V/def2-TZVPD

Properties
Molar mass: 114.19 g mol⁻¹
Structure (SMILES): C=CN=C.CCNC
E_HOMO: -0.326 Eh
HOMO-LUMO gap: 0.3550 Eh

ORCA input file:
```
! wB97M-V def2-TZVPD RIJCOSX def2/J DEFGRID3
* xyz 0 1
C -2.12 -2.57 0.08
C -0.97 -2.77 0.76
N -0.64 -1.94 1.88
C -0.58 -0.66 1.68
H -2.84 -1.76 0.44
H -2.39 -3.17 -0.76
H -0.36 -3.66 0.56
H -0.31 0.00 2.51
H -0.68 -0.21 0.67
C 1.19 2.72 0.55
C 0.53 1.87 -0.53
N 1.32 0.67 -0.79
C 0.69 -0.23 -1.76
H 0.64 3.66 0.63
H 2.22 2.88 0.25
H 1.19 2.27 1.57
H 0.57 2.44 -1.48
H -0.53 1.72 -0.28
H 1.51 0.10 0.07
H 1.32 -1.10 -1.99
H -0.31 -0.63 -1.39
H 0.55 0.34 -2.68
*
```

=====

*two*
Formula: C6H14N2
Source: the Open Molecules 2025 dataset
Level of theory: ωB97M-V/def2-TZVPD

Properties
Molar mass: 114.19 g mol⁻¹
Structure (SMILES): C=C(N)[C@@H](C)N(C)C
E_HOMO: -0.280 Eh
HOMO-LUMO gap: 0.3160 Eh

ORCA input file:
```
! wB97M-V def2-TZVPD RIJCOSX def2/J DEFGRID3
* xyz 0 1
C -0.40 -1.61 1.31
C -0.89 -0.69 0.48
N -2.51 -0.55 0.65
C -0.54 0.45 -0.42
C -0.76 1.85 0.13
N 0.90 0.12 -0.60
C 1.29 -0.62 -1.79
C 1.95 0.30 0.38
H 0.65 -1.83 1.41
H -1.06 -2.19 1.94
H -3.12 -0.13 -0.06
H -2.88 -0.65 1.59
H -1.07 0.33 -1.37
H -1.84 2.04 0.18
H -0.27 2.59 -0.51
H -0.38 1.97 1.15
H 0.53 -0.54 -2.58
H 2.21 -0.21 -2.22
H 1.44 -1.68 -1.57
H 2.74 0.95 -0.02
H 1.58 0.74 1.30
H 2.42 -0.66 0.62
*
```

=====

Which is the most stable structure? *one* is the most stable.

=====

*one*
Formula: C6H14N2
Source: the Open Molecules 2025 dataset
Level of theory: ωB97M-V/def2-TZVPD

Properties
Molar mass: 114.19 g mol⁻¹
Structure (SMILES): C/N=C\N.C=CCC
E_HOMO: -0.332 Eh
HOMO-LUMO gap: 0.3625 Eh

ORCA input file:
```
! wB97M-V def2-TZVPD RIJCOSX def2/J DEFGRID3
* xyz 0 1
C -0.96 -2.49 -1.58
N -1.06 -1.17 -1.00
C -1.51 -0.22 -1.68
N -1.90 -0.29 -3.06
H -0.35 -3.13 -0.96
H -0.56 -2.43 -2.60
H -1.95 -2.95 -1.67
H -1.52 0.79 -1.26
H -2.89 -0.09 -3.15
H -1.39 0.37 -3.62
C -0.21 -0.32 2.12
C 0.16 0.86 1.60
C 1.33 1.66 2.08
C 2.57 1.45 1.22
H -0.79 -0.99 1.50
H 0.20 -0.59 3.08
H -0.38 1.27 0.75
H 1.06 2.73 2.10
H 1.50 1.38 3.12
H 2.37 1.73 0.18
H 3.42 2.01 1.61
H 2.87 0.40 1.22
*
```

=====

*two*
Formula: C6H14N2
Source: the Open Molecules 2025 dataset
Level of theory: ωB97M-V/def2-TZVPD

Properties
Molar mass: 114.19 g mol⁻¹
E_HOMO: -0.239 Eh
HOMO-LUMO gap: 0.1070 Eh

ORCA input file:
```
! wB97M-V def2-TZVPD RIJCOSX def2/J DEFGRID3
* xyz 0 1
C 2.18 -1.27 -0.99
C 1.60 0.11 -0.79
C 0.19 0.00 -0.24
C -0.34 1.29 0.52
C -0.50 2.38 -0.22
C -2.59 -0.91 1.29
N -1.43 -0.85 2.16
N 1.39 0.80 -2.02
H 2.06 -1.82 -0.03
H 1.65 -1.86 -1.75
H 3.27 -1.45 -1.12
H 2.28 0.74 -0.14
H -0.57 -0.23 -1.01
H 0.17 -0.84 0.44
H -0.83 3.29 0.31
H -0.43 1.14 1.61
H -2.61 -1.43 0.28
H -2.16 0.08 1.04
H -3.65 -0.97 1.60
H -1.54 -1.40 3.04
H 2.11 0.82 -2.73
H -0.24 2.40 -1.25
*
```

=====

*three*
Formula: C6H14N2
Source: the Open Molecules 2025 dataset
Level of theory: ωB97M-V/def2-TZVPD

Properties
Molar mass: 114.19 g mol⁻¹
Structure (SMILES): C[C@H](N)CC/C=C/N
E_HOMO: -0.286 Eh
HOMO-LUMO gap: 0.3311 Eh

ORCA input file:
```
! wB97M-V def2-TZVPD RIJCOSX def2/J DEFGRID3
* xyz 0 1
C 2.37 -1.53 -0.60
C 1.28 -1.51 0.50
N 0.73 -2.82 0.79
C 0.09 -0.61 0.11
C 0.51 0.86 -0.14
C -0.66 1.68 -0.61
C -1.71 1.88 0.19
N -2.88 2.54 -0.18
H 2.05 -0.94 -1.47
H 2.45 -2.54 -0.99
H 3.30 -1.08 -0.26
H 1.65 -1.15 1.45
H 1.39 -3.57 0.92
H 0.10 -3.24 0.12
H -0.51 -0.62 1.02
H -0.47 -1.03 -0.72
H 1.28 0.81 -0.91
H 0.94 1.24 0.80
H -0.81 1.95 -1.65
H -1.58 1.62 1.24
H -3.39 3.09 0.48
H -3.15 2.51 -1.14
*
```

=====

*four*
Formula: C6H14N2
Source: the Open Molecules 2025 dataset
Level of theory: ωB97M-V/def2-TZVPD

Properties
Molar mass: 114.19 g mol⁻¹
Structure (SMILES): CC(C)=C(C)N(C)N
E_HOMO: -0.279 Eh
HOMO-LUMO gap: 0.3103 Eh

ORCA input file:
```
! wB97M-V def2-TZVPD RIJCOSX def2/J DEFGRID3
* xyz 0 1
C -0.72 -1.17 -1.70
C 0.25 -1.09 -0.49
C 1.34 -2.08 -0.21
C 0.36 0.18 0.33
C 1.44 0.48 1.42
N -0.74 1.03 0.06
C -1.92 0.99 0.87
N -0.52 2.31 -0.64
H -0.63 -2.12 -2.20
H -0.39 -0.37 -2.37
H -1.69 -0.91 -1.33
H 1.42 -2.85 -1.14
H 0.93 -2.52 0.72
H 2.29 -1.59 0.12
H 2.43 0.41 0.90
H 1.48 1.47 1.88
H 1.13 -0.18 2.28
H -1.98 0.01 1.26
H -1.76 1.75 1.70
H -2.85 1.33 0.45
H 0.38 2.80 -0.28
H -0.24 2.10 -1.61
*
```

=====

Which is the most stable structure? *three* is the most stable.

=====

*one*
Formula: C6H14N2
Source: the Open Molecules 2025 dataset
Level of theory: ωB97M-V/def2-TZVPD

Properties
Molar mass: 114.19 g mol⁻¹
Structure (SMILES): C/C=C(/N)[C@H](C)NC
E_HOMO: -0.273 Eh
HOMO-LUMO gap: 0.3113 Eh

ORCA input file:
```
! wB97M-V def2-TZVPD RIJCOSX def2/J DEFGRID3
* xyz 0 1
C 2.27 1.00 0.43
C 1.54 0.32 -0.68
C 0.44 -0.50 -0.59
N 0.10 -1.35 -1.65
C -0.32 -0.58 0.65
C -0.73 -1.95 1.13
N -1.49 0.35 -0.40
C -1.49 1.76 -0.09
H 2.86 1.82 0.02
H 1.62 1.47 1.16
H 2.95 0.33 0.96
H 2.11 0.23 -1.60
H 0.33 -0.96 -2.56
H -0.88 -1.59 -1.65
H 0.06 0.06 1.45
H -1.73 -1.92 1.57
H -0.75 -2.72 0.36
H -0.02 -2.30 1.88
H -2.44 -0.01 -0.43
H -1.97 2.39 -0.84
H -2.00 2.04 0.85
H -0.45 2.08 0.04
*
```

=====

*two*
Formula: C6H14N2
Source: the Open Molecules 2025 dataset
Level of theory: ωB97M-V/def2-TZVPD

Properties
Molar mass: 114.19 g mol⁻¹
Structure (SMILES): CC#CN.CCCN
E_HOMO: -0.299 Eh
HOMO-LUMO gap: 0.3279 Eh

ORCA input file:
```
! wB97M-V def2-TZVPD RIJCOSX def2/J DEFGRID3
* xyz 0 1
C 2.91 0.56 -0.73
C 1.72 0.13 0.02
C 1.27 -0.41 1.03
N 0.86 -0.94 2.19
H 3.83 0.15 -0.29
H 2.97 1.65 -0.75
H 2.83 0.18 -1.75
H 0.00 -0.56 2.54
H 0.89 -1.94 2.25
C -1.43 1.31 0.49
C -1.97 -0.10 0.31
C -1.22 -1.05 -0.89
N -0.51 -0.38 -1.89
H -0.51 1.33 1.08
H -2.13 1.94 1.05
H -1.26 1.81 -0.47
H -2.00 -0.64 1.26
H -2.99 -0.03 -0.07
H -0.52 -1.68 -0.34
H -2.04 -1.66 -1.28
H -1.14 0.25 -2.40
H 0.42 0.07 -1.34
*
```

=====

Which is the most stable structure? *one* is the most stable.

=====

*one*
Formula: C26H21BCl3N11O2STa
Source: the Open Molecules 2025 dataset
Level of theory: ωB97M-V/def2-TZVPD

Properties
Molar mass: 849.72 g mol⁻¹
E_HOMO (alpha / beta): -0.507 / -0.508 Eh
HOMO-LUMO gap (alpha / beta): 0.2607 / 0.1919 Eh
⟨S²⟩: 0.776

ORCA input file:
```
! wB97M-V def2-TZVPD RIJCOSX def2/J DEFGRID3
* xyz 2 2
Ta 0.34 -0.11 0.26
N 2.89 -2.59 3.33
C 2.15 -2.04 2.39
S 1.06 -0.79 2.69
N 2.33 -2.61 1.16
N 1.67 -2.05 0.15
C 1.75 -2.85 -0.92
C 1.21 -2.64 -2.19
C 1.33 -3.67 -3.16
C 0.83 -3.48 -4.41
C 0.21 -2.26 -4.74
C 0.10 -1.23 -3.82
C 0.59 -1.41 -2.54
O 0.52 -0.45 -1.63
H 2.85 -2.27 4.29
H 3.49 -3.37 3.10
H 2.29 -3.78 -0.75
H 1.81 -4.60 -2.88
H 0.90 -4.26 -5.16
H -0.17 -2.12 -5.74
H -0.36 -0.30 -4.10
C -1.69 1.85 3.57
C -1.63 0.92 2.55
N -0.57 1.19 1.76
N 0.06 2.28 2.28
C -0.60 2.69 3.36
B 1.22 2.89 1.44
N 0.63 3.04 0.02
C 0.35 4.12 -0.72
C -0.11 3.70 -1.96
C -0.11 2.32 -1.88
N 0.33 1.92 -0.67
N 2.41 1.87 1.30
C 3.67 2.07 1.70
C 4.47 1.06 1.20
C 3.61 0.25 0.48
N 2.36 0.74 0.54
N 1.75 4.18 1.99
C 2.58 5.08 1.38
C 3.14 5.86 2.35
C 2.62 5.35 3.56
N 1.80 4.34 3.34
H -2.43 1.92 4.35
H -2.27 0.08 2.35
H -0.24 3.54 3.91
H 0.49 5.11 -0.33
H -0.40 4.31 -2.79
H -0.41 1.60 -2.62
H 3.92 2.93 2.30
H 5.53 0.95 1.32
H 3.82 -0.64 -0.08
H 2.73 5.09 0.31
H 3.83 6.68 2.22
H 2.80 5.68 4.57
Cl -6.23 -3.41 -0.94
C -4.67 -2.85 -0.50
C -4.30 -1.55 -0.82
C -3.04 -1.14 -0.46
Cl -2.43 0.45 -0.83
C -2.15 -1.95 0.22
O -0.94 -1.48 0.58
C -2.54 -3.25 0.53
Cl -1.42 -4.28 1.34
C -3.80 -3.70 0.17
H -4.98 -0.90 -1.35
H -4.10 -4.71 0.40
*
```

=====

*two*
Formula: C26H21BCl3N11O2STa
Source: the Open Molecules 2025 dataset
Level of theory: ωB97M-V/def2-TZVPD

Properties
Molar mass: 849.72 g mol⁻¹
E_HOMO (alpha / beta): -0.472 / -0.471 Eh
HOMO-LUMO gap (alpha / beta): 0.2337 / 0.1688 Eh
⟨S²⟩: 0.795

ORCA input file:
```
! wB97M-V def2-TZVPD RIJCOSX def2/J DEFGRID3
* xyz 2 2
Ta 0.27 -0.05 0.03
N 4.58 -1.46 -0.33
C 3.27 -1.21 -0.46
S 2.33 -1.05 1.00
N 2.76 -1.10 -1.65
N 1.40 -0.91 -1.65
C 0.83 -1.24 -2.77
C -0.59 -1.31 -3.01
C -1.09 -1.41 -4.31
C -2.45 -1.54 -4.51
C -3.31 -1.60 -3.42
C -2.83 -1.53 -2.12
C -1.48 -1.38 -1.94
O -0.92 -1.30 -0.69
H 4.98 -1.63 0.58
H 5.13 -1.67 -1.15
H 1.51 -1.53 -3.57
H -0.41 -1.38 -5.16
H -2.85 -1.61 -5.52
H -4.38 -1.71 -3.58
H -3.50 -1.59 -1.27
C 3.94 3.19 0.32
C 3.17 2.31 -0.38
N 2.01 1.63 -0.08
N 2.86 3.43 2.44
C 3.85 3.72 1.69
B -0.01 1.38 2.13
N 0.15 0.09 2.85
C 0.25 -0.43 4.09
C -0.12 -1.76 4.02
C -0.45 -2.00 2.69
N -0.29 -0.88 1.99
N -1.50 1.63 1.83
C -2.58 1.22 2.53
C -3.72 1.33 1.76
C -3.28 1.81 0.53
N -1.96 1.97 0.59
N 2.85 3.59 3.79
C 1.85 4.16 4.53
C 2.19 3.96 5.84
C 3.41 3.25 5.79
N 3.80 3.01 4.55
H 4.81 3.54 -0.23
H 3.46 2.08 -1.40
H 4.62 4.39 2.06
H 0.57 0.18 4.92
H -0.16 -2.46 4.84
H -0.77 -2.91 2.21
H -2.46 0.88 3.55
H -4.73 1.11 2.06
H -3.82 2.05 -0.37
H 1.04 4.69 4.06
H 1.66 4.30 6.71
H 4.03 2.92 6.61
Cl -1.10 7.14 0.30
C -0.92 5.45 0.01
C -0.08 4.69 0.77
C 0.02 3.33 0.44
Cl 1.17 2.34 1.17
C -0.91 2.57 -0.45
O -0.41 1.43 -1.06
C -1.55 3.55 -1.36
Cl -2.34 2.86 -2.74
C -1.59 4.87 -1.11
H 0.55 5.14 1.53
H -2.13 5.52 -1.79
*
```

=====

Which is the most stable structure? *one* is the most stable.

=====

*one*
Formula: C2H5N3S
Source: the Open Molecules 2025 dataset
Level of theory: ωB97M-V/def2-TZVPD

Properties
Molar mass: 103.15 g mol⁻¹
E_HOMO: -0.330 Eh
HOMO-LUMO gap: 0.3221 Eh

ORCA input file:
```
! wB97M-V def2-TZVPD RIJCOSX def2/J DEFGRID3
* xyz 0 1
C 0.43 -0.86 0.46
C -1.87 -0.46 -0.39
H 2.30 1.78 0.82
H 1.68 1.21 -0.59
H 0.12 -1.92 0.68
H -0.29 0.75 -0.91
H -2.30 -1.45 0.59
N 1.56 1.06 0.39
N 1.65 -0.37 0.70
N -0.49 -0.14 -0.29
S -2.78 0.40 -1.46
*
```

=====

*two*
Formula: C2H5N3S
Source: the Open Molecules 2025 dataset
Level of theory: ωB97M-V/def2-TZVPD

Properties
Molar mass: 103.15 g mol⁻¹
Structure (SMILES): [H]/N=C\N(S)/C=N\[H]
E_HOMO: -0.355 Eh
HOMO-LUMO gap: 0.3741 Eh

ORCA input file:
```
! wB97M-V def2-TZVPD RIJCOSX def2/J DEFGRID3
* xyz 0 1
H 2.62 0.69 -0.30
N 2.43 -0.32 -0.09
C 1.17 -0.65 -0.09
N -0.04 0.10 -0.13
S 0.14 1.75 -0.13
C -1.24 -0.59 -0.02
N -2.42 -0.16 -0.13
H -2.47 0.93 -0.36
H 1.00 -1.72 -0.09
H -0.06 1.73 1.18
H -1.13 -1.75 0.16
*
```

=====

Which is the most stable structure? *two* is the most stable.

=====

*one*
Formula: CH4OS2
Source: the Open Molecules 2025 dataset
Level of theory: ωB97M-V/def2-TZVPD

Properties
Molar mass: 96.18 g mol⁻¹
E_HOMO (alpha / beta): -0.303 / -0.303 Eh
HOMO-LUMO gap (alpha / beta): 0.2711 / 0.2710 Eh

ORCA input file:
```
! wB97M-V def2-TZVPD RIJCOSX def2/J DEFGRID3
* xyz 0 1
C -0.59 0.50 0.02
O -0.61 1.15 1.08
S 1.83 -0.70 -0.14
S -1.67 -0.89 -0.23
H -0.28 1.19 -0.86
H -0.53 0.48 1.90
H 2.72 0.08 -0.75
H -0.87 -1.81 -1.03
*
```

=====

*two*
Formula: CH4OS2
Source: the Open Molecules 2025 dataset
Level of theory: ωB97M-V/def2-TZVPD

Properties
Molar mass: 96.18 g mol⁻¹
Structure (SMILES): OSCS
E_HOMO: -0.318 Eh
HOMO-LUMO gap: 0.3312 Eh

ORCA input file:
```
! wB97M-V def2-TZVPD RIJCOSX def2/J DEFGRID3
* xyz 0 1
O -0.54 -1.88 0.34
S -0.69 -0.38 0.89
C 0.59 0.54 -0.04
S -0.47 1.87 -0.96
H 0.19 -2.24 0.96
H 1.13 -0.16 -0.76
H 1.30 1.17 0.54
H -1.51 1.08 -0.96
*
```

=====

*three*
Formula: CH4OS2
Source: the Open Molecules 2025 dataset
Level of theory: ωB97M-V/def2-TZVPD

Properties
Molar mass: 96.18 g mol⁻¹
Structure (SMILES): C=O.SS
E_HOMO: -0.351 Eh
HOMO-LUMO gap: 0.3702 Eh

ORCA input file:
```
! wB97M-V def2-TZVPD RIJCOSX def2/J DEFGRID3
* xyz 0 1
C 6.78 -1.54 0.36
O 5.79 -1.28 -0.24
H 7.81 -1.22 0.17
H 6.79 -2.18 1.27
S -2.07 0.63 -0.48
S -3.93 0.70 0.30
H -1.44 -0.18 0.39
H -3.86 1.69 1.22
*
```

=====

*four*
Formula: CH4OS2
Source: the Open Molecules 2025 dataset
Level of theory: ωB97M-V/def2-TZVPD

Properties
Molar mass: 96.18 g mol⁻¹
Structure (SMILES): SCOS
E_HOMO: -0.329 Eh
HOMO-LUMO gap: 0.3555 Eh

ORCA input file:
```
! wB97M-V def2-TZVPD RIJCOSX def2/J DEFGRID3
* xyz 0 1
S -1.70 -0.75 -0.45
C 0.06 -0.74 -0.53
O 0.73 -0.33 0.93
S 0.42 1.16 1.44
H -1.83 0.57 -0.27
H 0.46 0.00 -1.23
H 0.44 -1.74 -0.69
H 1.42 1.82 0.79
*
```

=====

Which is the most stable structure? *three* is the most stable.